Entry from the Open Molecules 2025 dataset: a cluster of 2 separate species, C19H35ClIN2O5P in total (wB97M-V/def2-TZVPD).

Geometry (Å):
C -0.2526 2.8509 -1.3247
C 0.3996 2.3302 -2.7763
O 1.4715 1.3634 -2.5989
C 1.0812 -0.0363 -2.8277
C -0.4535 -0.3946 -2.2630
N -1.5100 -0.6666 -1.5288
C 1.0034 -0.2352 -4.4465
C 2.2112 0.5598 -5.2888
C 0.8085 -1.7620 -4.9928
C -0.7921 -2.2253 -5.1388
C 2.1714 -0.9464 -2.0231
I 3.1166 0.4477 -0.5417
C 3.4480 -1.4876 -2.8934
N 4.4338 -1.9471 -3.6305
C 1.5765 -2.1352 -1.0711
C 0.9531 -3.4369 -1.8392
C 2.1047 -4.5494 -2.3197
Cl -0.0532 -4.3599 -0.5295
H -1.4201 2.8086 -1.4058
H 0.0923 3.9684 -1.0887
H 0.1105 2.1408 -0.4498
H 0.9139 3.3171 -3.2135
H -0.4365 2.0603 -3.5461
H 0.0132 0.3392 -4.7930
H 2.2441 1.7098 -5.0621
H 3.2455 0.0165 -5.2283
H 1.8701 0.4721 -6.4299
H 1.4229 -2.5882 -4.4432
H 1.2084 -1.7630 -6.1186
H -1.0863 -2.1523 -6.2937
H -1.5295 -1.5116 -4.5781
H -0.8932 -3.3604 -4.8603
H 2.5165 -2.5490 -0.4587
H 0.8364 -1.7528 -0.2149
H 0.1767 -3.1941 -2.6888
H 2.5747 -4.2815 -3.3596
H 2.8760 -4.6726 -1.4475
H 1.5126 -5.5790 -2.3854
C -1.4811 -0.2555 1.6419
C -1.3797 1.2247 1.9630
O -1.5510 1.4648 3.3484
P -0.3156 1.0228 4.3570
O 0.5094 2.3009 4.0686
O -0.9020 1.6300 5.7959
C -0.1273 2.5538 6.5527
C -0.5487 3.9813 6.2357
O -1.2374 -0.4053 4.6793
C -2.4122 -0.4309 5.4866
C -3.5541 0.4596 5.0222
H -0.6468 -0.8089 2.0818
H -1.4667 -0.4191 0.5608
H -2.4021 -0.6820 2.0508
H -0.4196 1.6297 1.6277
H -2.1717 1.7675 1.4383
H 0.9426 2.3988 6.3850
H -0.3090 2.3483 7.6121
H -0.6337 4.1641 5.1608
H 0.1627 4.6982 6.6580
H -1.5399 4.1842 6.6618
H -2.1522 -0.2304 6.5311
H -2.7698 -1.4657 5.4623
H -3.3113 1.5226 5.1246
H -4.4504 0.2726 5.6226
H -3.7985 0.2762 3.9715

For the gap between HOMO and LUMO, the calculation gives 7.6 eV. The LUMO energy comes out at -2.069 eV. The SMILES is CCO[C@@](C#N)([C@@H](C)CC)[C@](I)(C#N)C[C@@H](C)Cl.CCOP(=O)(OCC)OCC. The value obtained for the HOMO energy is -9.641 eV.